Record 1
The following is a quantum chemistry calculation of a structure of composition C32H37BN12O5S5Ti at a distorted geometry, from the OMol25 dataset.

Positions of all 93 atoms, in Å:
Ti1 0.0590 0.2159 -0.6177
C1 2.9419 -1.6390 2.1791
C2 2.2749 -0.5257 1.6664
N1 1.3264 -0.9143 0.8283
N2 1.3572 -2.2539 0.7844
C3 2.3286 -2.7220 1.5860
B1 0.3484 -2.9338 -0.1457
N3 0.6790 -2.5163 -1.5813
C4 1.0522 -3.2643 -2.6378
C5 1.1828 -2.4321 -3.7271
C6 0.8938 -1.1574 -3.2373
N4 0.5953 -1.2243 -1.9417
N5 -1.0392 -2.3447 0.1928
C7 -2.0698 -2.9583 0.8218
C8 -3.0561 -2.0215 1.0397
C9 -2.5524 -0.8325 0.5126
N6 -1.3322 -1.0429 0.0012
N7 0.2609 -4.4361 -0.0010
C10 -0.4697 -5.2566 -0.7932
C11 -0.4409 -6.5143 -0.2413
C12 0.3340 -6.3609 0.9161
N8 0.7350 -5.1134 1.0489
H1 3.7661 -1.6405 2.8630
H2 2.4406 0.5184 1.8702
H3 2.4910 -3.7736 1.6988
H4 1.2260 -4.3184 -2.5485
H5 1.4529 -2.7071 -4.7273
H6 0.9076 -0.2146 -3.7592
H7 -2.0414 -4.0011 1.0616
H8 -4.0057 -2.1744 1.5120
H9 -3.0038 0.1448 0.4874
H10 -0.9646 -4.8916 -1.6717
H11 -0.8945 -7.4088 -0.6170
H12 0.6020 -7.0996 1.6472
O1 6.0488 3.1422 -4.1733
C13 5.3123 2.4579 -3.5204
S1 5.3847 0.6941 -3.4851
C14 4.1062 0.4126 -2.2750
C15 3.4637 1.5535 -1.8233
S2 2.2756 1.6224 -0.6285
S3 4.0299 3.0950 -2.4899
S4 3.7950 -1.1409 -1.7492
C16 4.0537 2.8648 5.0250
C17 2.7714 2.0646 5.0877
S5 1.4541 3.1620 4.4318
O2 1.6016 4.4396 5.0693
O3 1.5052 3.0858 3.0037
C18 -0.0898 2.3986 5.0915
C19 -1.3448 2.6731 4.2637
N9 -1.1589 2.4752 2.8500
C20 -0.7525 1.3238 2.2317
N10 -0.5298 1.5285 0.9395
C21 -0.7820 2.8439 0.7006
C22 -1.1829 3.4654 1.8753
N11 -1.6102 4.7631 2.0448
O4 -1.6010 5.5030 1.0387
O5 -2.0262 5.1476 3.1734
C23 -0.6485 0.0317 2.9707
H13 4.8983 2.3089 5.4271
H14 3.9238 3.7842 5.5898
H15 4.2686 3.1374 3.9948
H16 2.5033 1.7970 6.1069
H17 2.8057 1.1879 4.4472
H18 -0.1966 2.8293 6.0835
H19 0.1267 1.3362 5.1670
H20 -1.6674 3.7171 4.3851
H21 -2.1506 2.0180 4.6275
H22 -0.6799 3.3089 -0.2624
H23 -1.4458 -0.0468 3.7124
H24 0.3172 -0.0554 3.4729
H25 -0.7274 -0.8056 2.2831
C24 -2.4146 -1.1316 -4.8128
N12 -3.4538 -0.6869 -3.9103
C25 -4.4480 -1.7083 -3.6776
C26 -2.8710 -0.2061 -2.6674
C27 -2.0655 1.0580 -2.8816
C28 -2.5808 1.9578 -3.8131
C29 -1.9221 3.1335 -4.1139
C30 -0.7281 3.4042 -3.4718
C31 -0.2428 2.5191 -2.5235
C32 -0.8848 1.3189 -2.1658
H26 -2.8692 -1.5420 -5.7132
H27 -1.7592 -1.8936 -4.3615
H28 -1.8041 -0.2732 -5.0877
H29 -4.8062 -2.0795 -4.6375
H30 -5.2882 -1.2745 -3.1339
H31 -4.0655 -2.5662 -3.0989
H32 -2.2250 -0.9856 -2.2175
H33 -3.6927 0.0138 -1.9762
H34 -3.5036 1.7087 -4.3182
H35 -2.3303 3.8227 -4.8414
H36 -0.1729 4.3061 -3.6932
H37 0.6913 2.7950 -2.0399

The calculated total energy is -5140.21826 hartree. For the LUMO energy (alpha / beta), the calculation gives 1.2 / 1.2 eV. Its spin multiplicity is 4. The calculation puts the HOMO energy (alpha / beta) at -0.0905 / -0.1877 Eh. The HOMO-LUMO gap (alpha / beta) is 3.6 / 6.3 eV. Its largest force on an atom is 2.999 eV/Å. The net charge is -1. The calculation puts the energy above the lowest of the compared OMol25 structures with the same formula, charge and spin at 2.573 eV.

***

Record 2
The following is a quantum chemistry calculation of a structure of composition C32H32Cl3GeN6O4RbS3SeTe, from the OMol25 dataset.

Positions of all 84 atoms, in Å:
Rb1 -0.1779 0.8028 2.0306
C1 -1.8291 2.0611 -2.4504
C2 -0.7703 1.9900 -1.5958
N1 -0.3363 0.8420 -1.0204
C3 -1.0690 -0.2913 -1.3593
C4 -2.1790 -0.1616 -2.2126
N2 -2.5847 0.9599 -2.7651
C5 -0.7686 -1.5752 -0.7671
C6 -1.1707 -2.7786 -1.3873
C7 -0.9303 -3.9880 -0.7753
C8 -0.2682 -3.9860 0.4594
C9 0.1402 -2.7716 0.9894
N3 -0.0875 -1.5990 0.3969
C10 0.8367 -2.7482 2.3043
C11 1.6575 -3.8003 2.7064
N4 2.2507 -3.8248 3.8930
C12 2.0318 -2.7842 4.6878
C13 1.2458 -1.7123 4.2883
N5 0.6517 -1.6987 3.1031
C14 -1.3430 -5.2555 -1.4097
C15 -2.5562 -5.3729 -2.0819
C16 -2.8925 -6.5818 -2.6676
N6 -2.1189 -7.6651 -2.6304
C17 -0.9617 -7.5507 -1.9814
C18 -0.5350 -6.3885 -1.3620
H1 -2.1402 3.0068 -2.8740
H2 -0.2406 2.8981 -1.3206
H3 -2.7956 -1.0303 -2.4192
H4 -1.6285 -2.7624 -2.3666
H5 -0.1264 -4.9087 1.0041
H6 1.8568 -4.6380 2.0489
H7 2.5050 -2.8011 5.6617
H8 1.0851 -0.8501 4.9242
H9 -3.2386 -4.5341 -2.1259
H10 -3.8371 -6.6916 -3.1890
H11 -0.3423 -8.4409 -1.9608
H12 0.4243 -6.3561 -0.8618
C19 -2.0568 6.2569 0.6743
C20 -0.5936 6.0190 1.0208
S1 -0.0858 4.3319 1.4351
C21 -1.1631 3.9216 2.8355
C22 -2.6018 3.4525 2.5568
S2 -2.7476 2.3934 1.0897
C23 -4.1658 3.0559 0.1941
C24 -4.1903 4.5580 -0.0781
S3 -2.6621 5.2899 -0.7469
H13 -2.1843 7.3160 0.4409
H14 -2.6908 6.0359 1.5293
H15 -0.3187 6.6815 1.8455
H16 0.0407 6.2779 0.1705
H17 -1.1857 4.7856 3.5046
H18 -0.6175 3.1504 3.3825
H19 -3.2632 4.3056 2.4256
H20 -2.9469 2.8937 3.4288
H21 -5.0879 2.7759 0.7079
H22 -4.1250 2.5045 -0.7475
H23 -4.4528 5.1190 0.8178
H24 -4.9760 4.7533 -0.8093
Cl1 -1.4548 0.7922 4.7451
Ge1 -2.6779 -0.8307 3.5149
Cl2 -2.6775 -2.3972 5.1517
Cl3 -4.7246 0.0978 3.9427
O1 2.3047 0.3455 0.9056
Se1 3.0483 1.3603 2.2153
O2 4.4541 0.6810 2.4869
O3 1.9977 1.3491 3.4047
O4 3.0773 2.7303 1.3521
C25 4.3455 1.3165 -1.0414
Te1 2.2189 1.3534 -0.7329
C26 2.3336 -0.4044 -1.9266
C27 3.5305 -0.2135 -2.8156
C28 3.6531 -0.8437 -4.0480
C29 4.7696 -0.6233 -4.8400
C30 5.7673 0.2393 -4.4070
C31 5.6476 0.8784 -3.1817
C32 4.5370 0.6536 -2.3766
H25 4.7476 0.7258 -0.2135
H26 4.7742 2.3149 -0.9861
H27 1.4049 -0.5596 -2.4713
H28 2.4604 -1.2176 -1.2073
H29 2.8663 -1.5050 -4.3912
H30 4.8579 -1.1150 -5.8001
H31 6.6357 0.4216 -5.0270
H32 6.4203 1.5587 -2.8443

The calculated total energy is -9213.82573 hartree. For the LUMO energy (alpha / beta), the calculation gives 1.5 / 1.5 eV. Its spin multiplicity is 2. The calculation puts the HOMO energy (alpha / beta) at -0.1181 / -0.2045 Eh. The HOMO-LUMO gap (alpha / beta) is 4.7 / 7.1 eV. Its largest force on an atom is 0.969 eV/Å. The net charge is -1.

***

Record 3
The following is a quantum chemistry calculation of a structure of composition C5H6O2 at a distorted geometry, from the OMol25 dataset.

Positions of all 13 atoms, in Å:
C1 -1.6525 -0.6815 0.1804
C2 -0.2982 0.5342 0.2609
C3 0.9558 1.1121 -0.1293
C4 1.7372 0.0037 -0.0592
C5 -0.0675 -0.7335 -0.4493
H1 -2.4074 -1.1661 -0.2639
H2 -1.4059 -0.6207 1.3563
H3 -0.5367 0.4010 1.3788
H4 1.5273 2.1558 -0.1392
H5 2.8268 0.2938 -0.0656
H6 -0.2230 -0.6267 -1.5576
O1 -1.6648 0.5982 -0.4537
O2 1.2091 -1.2702 -0.0585

The calculated total energy is -344.33588 hartree. For the LUMO energy, the calculation gives 1.0 eV. The calculation puts the HOMO energy at -0.3362 Eh. The HOMO-LUMO gap is 10.2 eV. Its largest force on an atom is 5.320 eV/Å. The net charge is 0. The calculation puts the energy above the lowest of the compared OMol25 structures with the same formula, charge and spin at 7.239 eV.